(1)
ORCA calculation (ωB97M-V/def2-TZVPD) on a molecular structure, C18H40AlNO2.

Structure (XYZ):
```
62
Properties=species:S:1:pos:R:3:forces:R:3
C 1.1856 4.9221 -1.8765 0.0 0.0 0.1
C 2.3856 1.5913 -3.0606 0.1 -0.1 0.0
C -1.1803 -1.1956 3.6707 0.0 0.1 0.1
C -0.7353 -1.6421 2.2837 -0.1 0.9 0.0
H 0.3340 -5.4217 2.6479 0.0 -0.2 0.1
O 0.7108 -3.8095 0.7211 0.2 0.6 1.6
H 0.8978 -0.8092 -1.9808 0.0 -0.1 0.0
H 2.5809 2.4480 -0.2435 0.0 -0.1 -0.1
H -2.8529 -1.0374 4.9411 0.0 0.0 0.3
H 1.8502 2.3300 -5.0201 0.1 0.0 0.0
H 0.3966 -0.1876 -4.0273 0.0 0.0 0.0
H -2.0576 -3.9922 1.1777 0.0 0.0 -0.1
H 2.4025 0.6578 -2.5000 0.0 0.0 0.0
C -2.5855 -1.6341 4.0703 0.1 0.3 0.3
C 1.3763 3.8680 -2.9491 -0.1 0.0 0.0
H -0.4594 -4.1674 3.5881 -0.1 0.0 0.2
H 3.0903 5.1897 -0.8415 0.0 0.0 0.0
H -0.5929 1.1655 0.0105 0.0 0.0 -0.1
H 3.6185 3.0597 -1.5171 0.0 0.0 -0.1
O 0.6208 -2.1443 2.2639 -0.2 -0.5 -0.3
C 1.8403 1.3883 -4.4689 -0.3 -0.1 -0.1
H 1.2490 -0.1219 0.9800 0.1 0.0 0.0
H 1.4408 -1.8789 -0.6841 -0.1 -0.1 0.0
H -2.6737 -4.9480 3.5573 0.1 0.1 0.1
H 2.2484 4.0809 -3.5663 0.0 0.0 0.0
C 2.6149 3.1018 -1.1036 0.1 0.1 0.1
H 1.7948 4.6501 0.2030 0.0 0.0 0.0
C 0.4748 0.7168 -4.6320 0.1 0.1 0.0
H -0.3515 2.8317 -1.6541 0.0 0.0 0.0
H -3.2623 -0.8880 2.1256 0.3 0.1 0.0
C 0.8261 -1.0102 -0.9066 0.1 0.1 -0.1
N 1.6769 2.6021 -2.1855 0.2 0.2 -0.1
H -1.1652 -0.1069 3.7192 0.2 0.2 -0.1
H 0.5038 3.7093 -3.5774 0.1 0.0 -0.1
H 0.3329 0.4271 -5.6719 0.0 0.0 0.0
C 0.6007 -3.4846 1.8874 0.2 -0.4 -1.3
H 0.1744 4.8822 -1.4725 0.0 0.0 0.0
H -5.2325 -2.8790 3.1909 -0.1 -0.2 0.2
C 0.4469 -4.4231 3.0468 0.0 0.0 -0.7
H -0.3504 1.3827 -4.3775 0.0 0.0 0.0
H 1.3203 -4.3586 3.6868 0.1 0.1 0.2
H -0.7411 -0.7682 1.6319 0.1 0.1 -0.2
H -0.4429 -1.5333 4.3937 0.1 -0.1 0.2
H -2.5860 -2.6642 4.4140 0.0 -0.3 -0.2
C -3.6621 -1.3948 3.0047 -0.6 -0.3 0.0
C 0.3824 2.0279 -1.6322 -0.4 -0.1 0.2
C 1.2928 0.1739 -0.0693 0.0 -0.1 0.0
H 0.0472 1.2721 -2.3342 0.1 0.0 0.0
H 1.3326 5.9245 -2.2712 0.0 0.0 -0.1
H 2.3495 0.3705 -0.2829 0.0 0.1 0.0
C 0.4383 1.4310 -0.2392 0.1 -0.1 0.2
H -4.2484 -5.4343 1.4946 0.0 0.0 0.0
H 2.5826 0.7598 -4.9653 0.1 0.0 0.1
H -4.8643 -2.4156 1.5632 -0.2 0.0 -0.1
C -4.4012 -2.6586 2.5226 0.5 0.1 -0.2
C 2.2124 4.5483 -0.7966 -0.1 0.0 0.1
H 0.7134 2.1946 0.4950 0.0 0.0 0.0
H -0.2062 -1.2751 -0.6777 0.0 -0.1 0.0
H -4.3910 -0.7041 3.4318 -0.1 0.3 0.0
H 3.4120 1.9433 -3.1523 0.0 0.0 0.0
H -1.4287 -2.3466 1.8295 0.1 -0.3 0.1
Al -3.2868 -4.3161 2.1849 -0.6 -0.5 -0.1
```
Positions in Å, forces in eV/Å.

The calculation puts the molar mass at 329.5 u. As for the highest occupied orbital energy: -6.52 eV. The total energy is -31493.00997 eV.



(2)
ORCA calculation (ωB97M-V/def2-TZVPD) on 6 unconnected molecules or ions with the total composition C18H40NO8S5.

Structure (XYZ):
```
72
Properties=species:S:1:pos:R:3:forces:R:3
C 1.1723 1.1436 -0.1491 1.2 -1.5 1.5
H -7.6594 -1.0165 0.7997 0.1 0.1 0.0
C 3.5027 -0.5283 -2.5465 0.1 0.1 0.0
O 0.3385 1.9773 -1.0292 -2.6 1.2 3.2
H -9.8782 2.7713 3.3403 0.0 -0.1 -0.1
H 0.4853 0.2522 0.2321 1.7 1.6 -0.9
O -5.3351 0.5687 1.3630 0.4 0.2 0.6
C -1.9796 1.6015 0.3511 0.8 4.3 1.0
O 0.7967 6.3344 0.1510 -1.6 -8.5 -3.4
H 0.9520 1.7198 2.0571 1.9 0.4 -1.6
H 2.0937 0.7210 -0.7647 -2.4 1.1 1.1
H -2.0408 0.4686 0.0620 -0.1 2.5 0.7
H 6.5368 -5.3970 -3.0234 0.0 0.0 0.1
C 1.7426 1.8976 1.1902 -0.2 -0.2 0.2
H -1.7554 5.8719 1.5523 -0.2 -2.7 -0.7
N -3.0452 2.2178 1.2593 5.0 3.5 -1.9
C 8.9676 -6.0546 -1.6742 0.2 0.0 0.1
H 5.8716 0.3433 3.3319 0.0 -0.1 -0.1
H -7.5321 -1.0359 -0.9867 0.1 0.1 0.0
H -3.7963 4.1372 2.4204 1.6 -1.4 -1.6
H -8.6003 1.6685 2.7681 -0.2 0.0 -0.1
O 4.7454 -2.8925 -2.4014 -0.9 0.8 -0.4
H 8.7729 -6.6361 -2.5783 -0.1 0.0 0.1
H -12.0994 3.2026 2.0698 0.1 -0.1 0.0
C -11.7017 2.7869 1.1411 0.0 0.0 -0.1
H 4.2221 -0.2431 3.6700 0.1 -0.1 -0.1
C -7.3401 -0.4549 -0.0816 0.2 0.3 0.1
C 5.2112 -0.5267 3.3023 0.0 0.2 0.0
H -8.9887 3.1334 1.8286 -0.1 -0.1 0.0
S 5.0446 -1.1198 1.6012 0.5 -0.3 0.2
H 5.6142 -1.3255 3.9293 -0.1 0.0 -0.1
H -11.1434 3.5520 0.5961 0.0 -0.1 0.0
H 7.2774 -3.9053 -2.3648 0.0 -0.1 0.1
H -3.8091 1.5799 1.5762 -0.4 0.2 -0.3
H -7.8937 0.4857 -0.1318 0.1 -0.2 0.0
H 2.2804 -1.8142 -4.7856 0.1 0.0 0.1
S 7.4095 -5.7439 -0.8086 0.1 0.3 -0.2
H 3.6623 -0.2868 -1.4928 0.2 -0.2 -0.1
H -5.4910 -2.2758 1.0223 0.0 0.1 -0.1
C -0.5836 4.1732 0.2014 -3.2 -3.1 1.1
H 2.5692 -0.0722 -2.8841 0.0 -0.1 -0.1
H 9.6250 -6.6241 -1.0129 -0.2 0.1 0.0
H 9.4467 -5.1072 -1.9330 -0.1 0.0 0.1
C 0.6485 5.0887 -0.3746 2.0 6.2 2.2
H -12.5283 2.4314 0.5213 0.2 -0.1 0.1
C -5.0272 -1.7982 0.1558 0.1 0.1 0.2
C -2.9825 3.6956 1.7002 3.1 -0.2 -2.2
H 3.1518 -3.3675 -4.8556 0.0 0.1 0.2
C -9.4033 2.3406 2.4558 0.1 0.0 0.0
H -3.9409 -1.8100 0.2740 -0.1 0.0 0.0
H 2.8101 1.4554 1.4404 -2.3 0.7 -0.4
S -5.5741 -0.0780 0.0309 -0.6 -0.8 -0.8
O 7.7027 -4.8070 0.3255 -0.1 -0.1 -0.4
H 4.3407 -0.1487 -3.1360 0.0 -0.1 0.0
O 1.6120 4.7106 -1.4208 -2.2 -0.6 3.4
C -0.7166 2.5558 -0.1823 -1.4 1.3 0.8
C 6.8101 -1.4149 1.3364 0.0 0.1 -0.1
H 6.9546 -1.7611 0.3100 -0.2 -0.1 0.2
C 6.6537 -4.7724 -2.1348 0.1 -0.3 0.3
H 2.1262 3.8736 -1.1744 -1.4 1.3 -0.3
S -10.6223 1.3853 1.5201 0.0 0.1 -0.2
C -1.7945 4.7424 1.2045 0.4 -4.1 -1.5
H 7.1594 -2.1837 2.0294 -0.1 0.0 -0.1
H 5.6704 -4.4329 -1.8001 0.5 -0.3 0.0
H 7.3705 -0.4894 1.4888 -0.2 0.0 0.0
O -9.9719 0.9574 0.2380 -0.2 0.3 0.4
O 4.6512 0.0521 0.7516 -0.1 0.1 0.1
S 3.3921 -2.3264 -2.7147 0.2 0.1 -0.1
C 3.2040 -2.3309 -4.5141 0.1 -0.1 -0.1
H 4.0607 -1.8387 -4.9808 0.0 0.0 0.1
H -5.2969 -2.3340 -0.7572 0.0 0.2 0.0
H 1.8720 3.0567 1.0948 -0.3 -2.1 -0.1
```
Positions in Å, forces in eV/Å.

The calculation puts the molar mass at 558.9 u. As for the highest occupied orbital energy: -9.89 eV. Its net charge is +1. The total energy is -91340.85154 eV.



(3)
ORCA calculation (ωB97M-V/def2-TZVPD) on a molecular structure, C18H41FO18S2Si2.

Structure (XYZ):
```
82
Properties=species:S:1:pos:R:3:forces:R:3
H -6.2899 -3.5492 -0.4555 0.1 0.0 0.0
H 0.8798 3.2000 3.9982 0.0 0.0 -0.1
H -0.6452 0.1838 -2.7596 -0.1 0.1 0.0
H 7.7024 -1.4281 4.4429 -0.1 0.0 0.0
C -0.5956 -6.3146 4.3364 -0.1 0.0 0.0
H -2.9664 1.1073 -1.0376 -0.2 0.0 -0.1
H 3.2981 -3.7807 3.2924 0.0 0.1 0.0
C -3.0576 0.0341 -0.9204 0.0 0.1 0.1
C 5.7167 -3.0940 4.0249 -0.1 -0.1 0.0
O -0.4750 -7.6301 4.4974 0.0 0.0 0.0
C -2.1485 -4.5903 4.3655 -0.1 0.1 0.0
H 4.3595 2.5725 -0.7143 0.0 0.0 -0.1
H 7.6892 -1.9372 2.7351 -0.1 0.0 0.0
C -6.3854 -3.1519 -1.4641 -0.1 -0.1 0.0
H -2.0678 1.9862 -7.3341 0.0 0.0 0.1
H -1.9033 -4.2572 3.3594 0.1 0.0 0.0
C -4.6797 -1.6052 -1.1757 0.0 0.0 0.0
H 2.4443 2.5188 1.9806 -0.3 0.2 0.0
Si 1.9454 1.2213 1.5033 0.8 -0.7 0.4
O -0.4549 1.0846 -0.3112 0.0 -0.3 0.0
H 3.1154 1.9057 4.2321 0.1 -0.1 0.0
H -3.6313 8.8641 -7.6865 0.0 0.0 0.1
C -0.6737 -0.6100 -3.5022 0.1 -0.1 0.1
C 2.2581 1.7987 4.8925 -0.1 0.2 -0.1
H 2.0340 3.1618 -0.7059 0.0 0.0 0.0
O 5.2282 -2.0377 3.7137 0.0 0.2 -0.1
H 2.1268 3.9530 4.9750 0.0 0.1 0.2
H 0.7482 3.1061 5.7401 0.0 0.1 0.1
O -0.5133 2.9147 1.3187 -0.3 0.1 0.4
H 1.2178 -7.9214 3.3248 0.0 0.1 0.0
H -2.0311 9.3077 -7.0424 0.0 0.0 0.1
H 3.2490 -0.1231 3.0426 0.1 -0.1 -0.1
H -2.3563 -0.4573 -1.5837 0.0 -0.1 0.1
H -7.4303 -3.1492 -1.7595 0.0 0.1 0.0
C 7.8653 -2.2591 3.7595 0.1 0.0 0.0
H -0.0093 -1.4119 -3.1933 0.1 0.0 -0.1
O 2.6866 0.8246 0.0961 -0.3 0.7 -0.1
H -1.0601 3.1702 -6.4656 -0.1 0.0 0.0
O -1.8705 -5.9863 4.5167 0.0 0.0 0.0
C -2.5693 8.6278 -7.6997 0.0 0.1 -0.1
C 0.8551 -8.1260 4.3301 0.1 -0.1 0.0
S 1.2677 0.3913 4.2967 -0.1 -0.1 0.1
H 3.1845 -4.9821 4.5892 0.1 0.0 0.0
C -2.9033 5.2378 -4.5422 0.0 -0.2 0.1
O -3.9109 -2.4737 -0.8502 0.0 0.0 0.0
C -2.7665 6.9821 -6.0765 0.0 0.0 0.0
H 8.8834 -2.6220 3.8598 0.0 -0.1 0.0
S -0.2024 1.5572 1.0153 0.4 0.5 -0.7
C 3.6170 -4.0295 4.3021 -0.2 -0.1 0.0
C 2.1867 -0.0714 2.7965 0.1 0.1 0.0
C 1.4569 3.0971 4.9162 0.0 -0.2 -0.3
H -5.8093 -3.7618 -2.1572 0.1 0.0 0.0
O -0.3557 1.2151 -6.4375 0.0 0.0 0.0
O 5.0410 -4.1882 4.3551 0.0 0.0 0.0
O -2.5068 5.6994 -5.8405 0.0 -0.1 0.0
H -1.5919 -4.0074 5.0965 0.1 0.0 0.0
O 7.0185 -3.3608 4.0945 0.0 0.0 0.0
H 3.2908 -3.2578 4.9963 0.0 0.1 0.0
O -2.3497 7.2702 -7.3103 0.0 0.0 0.0
H -0.5045 2.4899 -8.0084 0.1 -0.1 0.0
Si 2.9988 2.0764 -0.9874 0.0 -0.2 0.0
O -1.8791 1.3552 -4.7778 -0.1 0.0 0.0
H -3.9777 5.3450 -4.4110 0.0 0.1 0.0
O -4.4079 -0.3107 -1.2632 0.0 0.1 0.0
H 0.7977 -9.1983 4.4880 -0.1 0.0 0.0
H 2.8242 1.6063 -2.3673 0.1 -0.1 0.0
H -1.6841 -1.0017 -3.6031 0.0 0.1 0.0
H 2.6430 1.5553 5.8790 0.0 -0.1 0.1
H -2.8461 -0.2342 0.1107 0.0 -0.1 0.0
O -0.1881 -0.1394 -4.7638 0.0 -0.1 0.0
O -3.2862 7.7518 -5.3131 0.0 0.1 0.0
H -2.3760 5.7863 -3.7646 0.0 0.1 0.0
H -2.6326 4.1861 -4.5007 0.0 0.0 -0.1
F -1.0455 0.6303 1.9639 -0.2 -0.1 0.2
H 1.5252 -7.6828 5.0643 0.0 0.1 0.0
H -3.2137 -4.4767 4.5395 0.0 -0.1 0.0
O 0.2981 -5.5524 4.0713 0.1 0.1 0.0
O -5.9575 -1.7904 -1.5134 0.0 0.0 0.0
H -2.1863 8.7156 -8.7118 0.0 -0.1 0.0
H 1.8950 -1.0668 2.4694 -0.2 -0.1 0.1
C -0.9042 0.8560 -5.2783 0.1 0.0 0.0
C -1.0486 2.2809 -7.0926 0.0 0.2 -0.1
```
Positions in Å, forces in eV/Å.

The calculation puts the molar mass at 684.8 u. As for the highest occupied orbital energy: -8.95 eV. The total energy is -96331.18092 eV.